(1)
96
Properties=species:S:1:pos:R:3:forces:R:3 method="wB97M-V/def2-TZVPD" orbital_gap_ev=8.49 multiplicity=1 e_homo_ev=-8.17 smiles=CCCCCCc1c(P(N)O)cc2c(c1COCCOCC)Sc1ccc(CCCN)c(CCCS)c1N2.CC(C)O
C 6.401 -4.417 4.253 0.1 -0.2 -0.5
C 5.750 -3.596 3.126 0.2 0.4 0.6
C 5.086 -2.301 3.626 0.4 -0.6 -0.7
C 4.778 -1.389 2.452 -0.4 0.4 0.1
C 4.252 -0.016 2.853 -0.4 -0.1 -0.2
C 4.121 0.999 1.683 -0.5 -0.7 0.5
C 2.729 0.913 1.084 0.1 0.2 -0.3
C 1.704 1.705 1.645 -0.5 0.2 -0.3
P 2.048 2.868 3.046 0.9 -0.3 0.6
N 2.689 4.278 2.311 -0.6 -0.3 0.1
O 0.553 3.485 3.375 0.0 -0.2 -0.4
C 0.399 1.604 1.169 0.5 -0.5 -0.2
C 0.100 0.721 0.139 -0.1 0.2 0.3
C 1.113 -0.038 -0.432 -0.3 0.0 0.0
C 2.439 0.046 0.018 -0.2 0.1 0.4
C 3.450 -0.822 -0.692 -0.2 0.4 -0.2
O 3.615 -0.392 -2.039 0.2 -0.2 0.2
C 4.597 0.605 -2.250 0.0 0.1 -0.4
C 4.001 1.922 -2.731 0.3 -0.1 0.0
O 4.267 2.926 -1.768 -0.3 -0.2 0.0
C 3.399 4.028 -1.877 0.0 0.8 0.0
C 3.967 5.163 -1.027 0.2 -0.7 -0.1
S 0.628 -1.119 -1.753 0.0 -0.1 -0.1
C -0.918 -1.679 -1.065 0.4 0.5 0.0
C -1.301 -3.003 -1.184 -0.2 0.1 0.2
C -2.494 -3.394 -0.599 0.4 0.3 -0.2
C -3.285 -2.484 0.098 -0.6 0.0 -0.1
C -4.531 -3.037 0.757 0.5 -0.4 0.3
C -4.194 -3.698 2.113 0.0 0.0 0.1
C -3.119 -2.990 2.919 -0.5 -0.1 0.9
N -3.053 -3.556 4.286 0.2 0.1 -0.4
C -2.922 -1.128 0.186 0.2 -0.1 -0.2
C -3.772 -0.098 0.898 0.6 0.3 0.0
C -4.160 1.145 0.092 -0.6 -0.1 -0.1
C -4.765 0.907 -1.300 0.2 0.0 0.0
S -5.869 -0.527 -1.463 -0.6 0.0 0.0
C -1.709 -0.739 -0.406 -0.4 -0.6 0.2
N -1.260 0.625 -0.331 0.3 0.0 -0.3
H 7.465 -4.549 4.068 0.1 0.1 0.0
H 5.991 -5.423 4.265 -0.1 -0.1 0.3
H 6.307 -3.953 5.230 -0.2 0.0 0.1
H 4.984 -4.180 2.625 0.0 -0.1 -0.2
H 6.517 -3.332 2.400 0.0 0.0 -0.2
H 5.752 -1.808 4.331 0.0 0.1 0.2
H 4.168 -2.613 4.120 -0.1 0.3 0.3
H 4.014 -1.882 1.848 0.0 -0.1 -0.2
H 5.649 -1.259 1.807 0.2 -0.1 0.1
H 4.825 0.417 3.671 0.3 0.0 0.0
H 3.248 -0.155 3.254 -0.1 0.1 0.2
H 4.873 0.827 0.922 0.3 0.1 0.0
H 4.275 1.972 2.132 0.2 0.3 -0.2
H 3.518 4.020 1.790 0.1 0.3 -0.1
H 2.000 4.697 1.690 0.2 0.0 -0.2
H -0.007 2.736 3.608 -0.2 0.2 0.3
H -0.387 2.212 1.589 -0.2 0.0 -0.1
H 4.402 -0.864 -0.175 0.2 0.0 0.0
H 3.053 -1.832 -0.760 0.0 -0.2 0.1
H 5.188 0.821 -1.361 0.0 -0.1 0.2
H 5.283 0.220 -3.005 0.0 -0.1 -0.1
H 2.932 1.796 -2.916 -0.1 0.0 0.2
H 4.467 2.199 -3.681 0.0 0.2 -0.1
H 3.329 4.387 -2.909 0.0 -0.2 -0.2
H 2.381 3.768 -1.572 0.0 -0.2 0.2
H 4.634 5.776 -1.624 0.0 0.3 0.0
H 3.183 5.753 -0.567 0.0 0.2 0.0
H 4.588 4.701 -0.264 -0.1 0.1 0.3
H -0.666 -3.706 -1.701 0.1 -0.1 -0.1
H -2.780 -4.432 -0.685 -0.2 -0.1 0.1
H -5.304 -2.291 0.871 -0.1 0.2 0.0
H -4.938 -3.820 0.122 -0.2 0.0 -0.2
H -3.904 -4.739 1.979 0.1 -0.1 -0.1
H -5.085 -3.717 2.742 -0.2 -0.1 -0.1
H -3.386 -1.931 2.985 0.3 0.2 -0.3
H -2.129 -3.112 2.494 0.1 0.1 -0.3
H -2.264 -3.113 4.742 0.0 -0.1 0.2
H -3.872 -3.280 4.814 -0.1 0.0 0.0
H -3.207 0.251 1.765 0.1 0.1 0.1
H -4.676 -0.531 1.302 -0.1 -0.3 0.0
H -4.915 1.673 0.675 -0.1 0.0 0.1
H -3.330 1.831 -0.022 0.2 0.0 0.0
H -5.396 1.762 -1.529 -0.1 0.1 -0.1
H -4.015 0.874 -2.086 0.2 -0.2 0.0
H -5.086 -1.450 -2.036 0.3 0.2 0.1
H -1.243 0.963 -1.296 -0.1 0.1 0.0
C -6.079 0.460 -5.826 -0.1 -0.1 -0.1
C -6.795 1.799 -5.740 0.4 -0.1 0.3
C -5.805 2.955 -5.712 -0.1 0.1 -0.1
O -7.621 1.836 -4.579 -0.2 0.1 -0.2
H -5.441 0.312 -4.950 0.0 0.1 0.0
H -6.798 -0.359 -5.843 0.0 0.0 0.0
H -5.458 0.397 -6.721 0.0 0.0 0.0
H -7.463 1.913 -6.594 -0.1 0.0 0.1
H -5.156 2.879 -4.834 0.0 -0.1 0.0
H -6.332 3.907 -5.646 0.0 0.0 0.0
H -5.178 2.965 -6.605 0.0 0.0 0.0
H -7.047 1.735 -3.812 0.0 -0.1 0.0

=====

(2)
101
Properties=species:S:1:pos:R:3:forces:R:3 method="wB97M-V/def2-TZVPD" orbital_gap_ev="8.19 / 8.59" multiplicity=5 e_homo_ev="-7.76 / -8.16" e_above_lowest_ev=0.000
Cr 11.915 11.069 12.231 -0.1 0.0 -0.4
C 6.428 10.067 12.288 -0.5 0.6 -0.5
C 7.872 9.698 12.593 -0.3 0.4 -0.7
C 8.369 8.520 13.166 -0.5 2.3 -1.0
C 9.750 8.785 13.263 1.4 -0.8 1.2
N 10.073 9.927 12.709 -0.7 1.7 -0.7
N 8.894 10.551 12.266 0.3 -1.4 0.8
B 8.838 12.143 12.189 0.5 -1.3 -1.4
N 9.634 12.680 13.346 -0.3 -0.3 0.0
N 10.959 12.468 13.575 0.1 -1.0 -1.2
C 11.301 13.290 14.534 1.9 0.3 0.3
C 10.238 14.038 14.918 -1.3 1.4 1.0
C 9.188 13.623 14.156 -1.0 1.3 -0.2
C 7.813 14.224 14.072 -0.1 0.5 2.3
C 12.700 13.474 15.059 -1.2 -2.3 0.2
C 13.402 12.073 14.964 0.3 0.2 0.5
C 12.569 13.927 16.524 2.3 -1.6 -0.5
C 13.441 14.485 14.233 0.7 -0.8 0.2
N 9.445 12.737 10.879 -2.2 0.4 -0.6
N 10.719 12.615 10.510 1.4 -0.2 0.4
C 10.951 13.403 9.473 -0.4 0.8 -0.3
C 9.696 14.087 9.151 1.6 -0.5 -0.8
C 8.763 13.620 10.040 1.7 -0.8 0.5
C 7.368 14.033 10.165 -1.8 1.5 -0.4
C 12.367 13.726 8.838 -1.9 0.8 1.0
C 13.070 14.714 9.765 1.2 0.4 1.4
C 12.011 14.473 7.543 2.3 0.6 0.7
C 13.279 12.548 8.601 -1.5 -0.9 -0.1
C 10.813 8.117 14.178 -1.0 -1.1 -1.3
C 10.596 6.555 14.128 -0.9 1.6 0.1
C 12.303 8.415 13.887 -1.3 -2.2 0.8
C 10.590 8.608 15.587 0.3 1.0 2.6
H 5.710 9.276 12.614 0.7 0.3 -0.7
H 6.292 10.387 11.191 0.1 -0.8 1.5
H 6.078 10.955 12.859 0.6 -0.4 -0.2
H 7.683 7.727 13.356 0.3 -0.7 0.6
H 7.680 12.406 12.141 0.0 0.2 0.5
H 10.193 14.860 15.602 0.1 0.0 0.3
H 7.735 14.997 14.917 0.1 -1.1 -1.1
H 7.065 13.441 14.320 0.2 0.7 -0.7
H 7.640 14.790 13.159 -0.2 -0.4 -0.1
H 12.833 11.231 15.375 -0.5 0.4 0.1
H 14.325 12.025 15.568 0.0 0.4 -0.5
H 13.626 11.819 13.919 0.2 0.2 0.7
H 11.911 13.236 17.055 -0.2 0.6 0.1
H 12.361 14.968 16.534 -0.7 0.8 0.5
H 13.604 13.789 16.944 -0.9 0.3 0.0
H 13.644 14.067 13.231 0.1 0.5 0.4
H 14.336 14.568 14.843 0.8 0.5 -0.6
H 12.942 15.435 14.216 -0.3 0.5 -0.2
H 9.585 14.767 8.294 -0.3 -0.4 0.8
H 6.556 13.470 9.726 0.2 -1.2 -0.2
H 7.194 14.968 9.616 0.6 0.1 0.1
H 6.982 14.258 11.148 0.4 -0.1 0.6
H 12.539 15.676 9.777 0.0 -0.2 0.2
H 14.100 14.961 9.324 -1.2 -0.5 0.9
H 13.147 14.335 10.873 0.1 0.5 -2.2
H 11.784 15.522 7.781 0.1 -0.3 -0.4
H 11.197 14.045 7.069 -1.6 -0.9 -1.1
H 12.866 14.385 6.862 -0.1 0.4 0.0
H 13.485 12.006 9.540 -0.1 0.1 -0.6
H 14.204 12.891 8.174 0.5 0.1 -0.3
H 12.728 11.937 7.849 0.7 -0.3 0.5
H 10.710 6.197 13.135 0.4 -0.3 -1.0
H 9.564 6.247 14.383 0.6 0.3 0.4
H 11.340 6.114 14.750 0.3 -0.7 0.6
H 12.712 8.073 12.978 0.0 -0.5 -1.4
H 12.764 7.774 14.642 0.6 0.6 0.2
H 12.572 9.422 13.962 0.4 1.6 0.6
H 9.585 8.482 16.053 0.4 -0.1 -0.8
H 10.844 9.709 15.729 -0.3 -1.2 -0.5
H 11.285 8.078 16.310 -0.6 0.4 -0.9
C 7.643 8.049 9.192 -0.9 -0.2 2.3
C 9.017 7.885 9.693 2.1 0.3 0.0
N 9.573 6.873 10.323 -1.5 1.1 -0.6
N 10.787 7.336 10.640 1.8 -2.2 1.3
C 11.106 8.535 10.253 0.1 1.3 -0.8
S 12.601 9.301 10.564 -0.4 0.2 -0.4
N 10.000 8.926 9.553 -0.8 -0.4 0.3
N 9.781 10.150 8.940 -0.5 -0.3 -0.4
H 7.336 7.207 8.566 0.0 0.5 -0.1
H 7.632 9.045 8.775 -0.4 0.0 -0.7
H 6.950 8.085 10.128 1.1 -0.2 -1.6
H 11.465 6.761 11.146 -0.6 0.2 -0.3
H 9.512 10.852 9.625 0.5 0.1 -0.2
H 10.496 10.430 8.252 -0.3 -0.4 1.0
C 16.215 9.731 9.975 0.4 0.5 1.2
Si 16.778 11.353 10.867 -0.3 0.1 0.6
C 18.259 11.284 12.116 -1.2 1.7 0.0
C 17.214 12.802 9.649 -0.3 -3.9 -1.8
C 15.185 11.702 11.740 -1.0 -0.1 -0.1
C 13.965 11.599 11.941 0.8 0.2 -0.2
H 17.068 9.235 9.550 0.3 -0.3 -0.7
H 15.522 10.133 9.220 0.1 -0.6 0.1
H 15.744 8.977 10.672 0.2 1.2 -0.7
H 19.178 11.455 11.575 0.6 -0.8 -0.2
H 18.239 10.497 12.868 0.3 -0.2 -0.3
H 18.225 12.250 12.696 -0.4 -0.8 -0.4
H 18.159 12.571 9.126 -0.2 0.2 0.4
H 17.256 13.697 10.117 0.4 2.9 1.7
H 16.481 12.906 8.836 -0.1 -0.2 0.3

=====

(3)
102
Properties=species:S:1:pos:R:3:forces:R:3 method="wB97M-V/def2-TZVPD" orbital_gap_ev=7.70 multiplicity=1 e_homo_ev=-8.66
C 1.442 -0.153 2.200 -0.1 0.1 0.0
C 2.715 0.494 1.758 0.0 0.0 -0.5
C 3.885 0.325 2.479 -0.2 -0.3 0.4
C 5.073 0.927 2.135 0.5 0.0 -0.3
N 6.241 0.706 2.963 -0.7 0.4 -0.3
C 6.427 1.580 3.793 -0.1 -1.4 -1.0
O 6.628 2.361 4.600 0.5 1.3 1.4
C 5.168 1.731 0.999 -0.2 0.2 -0.6
C 6.446 2.423 0.583 0.3 -0.3 0.7
C 7.467 1.551 -0.180 -0.4 -0.4 0.1
C 6.903 0.246 -0.715 0.3 0.2 -0.2
Br 9.012 1.111 0.963 0.1 0.2 -0.2
C 3.991 1.909 0.265 0.2 -0.1 0.2
C 2.778 1.317 0.630 0.1 -0.2 0.2
C 1.574 1.606 -0.209 0.1 -0.1 -0.1
O 0.683 0.810 -0.405 -0.2 0.0 0.2
C 1.557 2.956 -0.807 0.2 0.4 -0.1
C 2.714 3.510 -1.173 0.3 0.5 0.4
P 2.837 5.167 -1.946 -0.4 0.2 -0.8
C 2.030 6.169 -0.614 0.1 -0.5 0.2
O 4.431 5.568 -1.753 -0.1 0.0 0.3
C 3.964 2.730 -0.981 -0.1 -0.2 -0.1
O 4.849 2.740 -1.805 0.1 0.0 0.0
H 1.571 -0.717 3.115 0.1 0.0 0.2
H 1.046 -0.819 1.447 0.0 -0.2 -0.2
H 0.693 0.619 2.353 -0.2 0.0 0.1
H 3.857 -0.297 3.360 0.1 -0.1 0.1
H 6.926 2.800 1.481 0.1 0.1 0.1
H 6.228 3.296 -0.009 -0.2 0.2 -0.3
H 7.863 2.113 -1.014 0.2 0.2 0.0
H 5.969 0.460 -1.228 -0.2 -0.1 0.0
H 6.763 -0.483 0.072 -0.2 -0.1 0.2
H 7.596 -0.176 -1.436 0.1 -0.1 -0.1
H 0.618 3.480 -0.930 -0.3 -0.2 -0.2
H 1.214 6.749 -1.022 -0.1 0.2 -0.1
H 2.750 6.825 -0.133 0.1 0.2 0.0
H 1.650 5.503 0.157 -0.2 0.0 0.1
H 4.503 6.399 -1.272 0.2 -0.1 0.1
C -4.359 4.346 -3.973 -0.1 -0.1 0.0
O -4.183 3.140 -3.248 0.1 0.1 0.0
C -2.890 2.575 -3.400 -0.2 -0.1 0.1
C -2.012 2.857 -2.202 0.3 0.0 -0.1
O -1.713 4.243 -2.074 -0.1 0.0 0.1
C -2.496 4.895 -1.091 0.0 0.0 0.0
H -5.288 4.806 -3.640 0.0 -0.1 0.0
H -3.537 5.046 -3.801 0.0 0.0 0.0
H -4.440 4.135 -5.045 0.0 0.1 0.0
H -2.414 2.943 -4.313 0.0 0.0 0.0
H -3.017 1.492 -3.494 0.0 0.0 0.0
H -1.060 2.334 -2.333 0.0 -0.1 0.0
H -2.481 2.479 -1.289 0.0 0.0 0.0
H -2.173 4.604 -0.084 -0.1 0.0 0.0
H -3.559 4.670 -1.207 0.0 0.0 0.0
H -2.349 5.968 -1.209 0.0 0.0 0.0
C 2.116 -6.044 2.228 0.0 -0.1 0.0
O 3.524 -5.875 2.228 -0.1 0.1 0.0
C 3.980 -4.948 1.256 0.1 -0.2 0.1
C 4.302 -3.606 1.873 -0.1 0.2 -0.2
O 3.138 -2.966 2.376 0.0 -0.1 0.2
C 3.010 -3.082 3.781 0.0 0.1 0.0
H 1.846 -6.602 3.123 0.0 -0.1 0.0
H 1.594 -5.084 2.240 0.0 0.0 0.0
H 1.801 -6.619 1.350 -0.1 0.0 0.0
H 3.240 -4.830 0.459 0.0 0.0 0.0
H 4.892 -5.361 0.814 0.0 0.0 0.0
H 4.722 -2.954 1.100 0.0 0.0 0.0
H 5.051 -3.720 2.662 0.0 0.0 0.0
H 3.741 -2.436 4.283 0.0 -0.1 0.1
H 3.147 -4.110 4.121 0.0 0.0 0.0
H 2.007 -2.755 4.056 0.0 0.0 0.0
C 0.591 -10.062 4.505 0.1 0.0 0.0
O -0.011 -8.855 4.071 -0.1 -0.1 0.1
C -1.282 -9.050 3.468 0.1 0.2 0.0
C -2.410 -8.705 4.415 -0.2 -0.2 0.0
O -2.463 -9.596 5.518 0.1 0.1 0.0
C -1.905 -9.058 6.703 0.0 0.0 0.0
H 1.445 -9.799 5.128 0.0 0.0 0.0
H -0.101 -10.669 5.093 0.0 0.0 0.0
H 0.947 -10.644 3.648 0.0 -0.1 0.0
H -1.386 -10.080 3.115 0.0 0.0 0.0
H -1.336 -8.385 2.600 0.0 0.0 0.0
H -3.360 -8.794 3.879 0.0 0.0 0.0
H -2.312 -7.671 4.759 0.0 0.0 0.0
H -2.567 -8.297 7.129 0.0 0.0 0.0
H -0.920 -8.622 6.523 0.0 0.0 0.0
H -1.804 -9.873 7.418 0.0 0.0 0.0
C -10.325 5.246 -7.019 0.0 0.0 0.0
O -10.129 4.038 -6.307 0.1 0.1 0.0
C -8.826 3.497 -6.463 -0.2 -0.2 0.1
C -7.953 3.782 -5.262 0.3 0.1 -0.2
O -7.688 5.173 -5.131 -0.2 0.0 0.1
C -8.483 5.792 -4.134 0.1 0.1 0.0
H -11.264 5.680 -6.679 0.0 0.0 0.0
H -9.518 5.959 -6.834 0.0 0.0 0.0
H -10.397 5.051 -8.095 0.0 0.0 0.0
H -8.356 3.882 -7.372 0.0 0.0 0.0
H -8.935 2.413 -6.569 0.0 0.0 0.0
H -6.990 3.280 -5.398 0.0 0.0 0.0
H -8.412 3.388 -4.351 0.0 0.0 0.0
H -8.137 5.507 -3.135 -0.1 0.0 0.0
H -9.538 5.531 -4.240 0.0 0.0 0.0
H -8.374 6.870 -4.248 0.0 0.0 0.0

=====

(4)
97
Properties=species:S:1:pos:R:3:forces:R:3 method="wB97M-V/def2-TZVPD" orbital_gap_ev=6.95 multiplicity=3 e_homo_ev=-8.05
C 7.785 7.101 2.991 0.6 -1.1 -0.7
C 8.668 5.836 3.536 -1.2 1.5 0.5
O 8.830 4.949 2.402 -0.6 -0.7 1.3
C 8.240 3.647 2.630 -0.5 -0.8 0.1
C 6.640 3.654 2.820 0.1 -1.1 1.3
O 5.897 3.364 1.602 -0.3 1.9 1.0
C 4.747 4.221 1.445 -1.5 -0.4 -1.0
C 3.394 3.652 2.102 -2.7 -2.7 3.3
C 1.981 4.048 1.538 -1.6 -2.1 3.1
C 0.630 3.529 2.209 2.5 0.4 -0.6
C -0.841 3.950 1.665 0.7 -1.1 1.8
C -1.549 4.750 2.896 0.9 1.3 -0.1
C -2.038 6.223 2.436 -0.1 -0.9 0.3
F -2.609 3.999 3.527 1.3 1.1 -1.3
C 0.643 2.583 3.479 1.7 -0.6 0.7
N -0.439 2.029 4.254 5.0 0.2 -0.6
S 0.346 1.083 5.464 1.2 1.4 -2.0
N 2.064 1.219 5.191 -3.9 3.4 -3.9
C 2.051 2.131 4.042 0.9 0.2 -0.5
C 3.386 2.657 3.373 -1.8 1.9 -2.4
H 7.876 8.024 3.657 -0.3 -1.3 -1.0
H 6.691 6.740 2.857 1.8 0.8 0.4
H 8.170 7.298 1.916 -0.6 0.0 1.9
H 8.061 5.383 4.405 1.0 0.3 -1.4
H 9.670 6.179 3.999 -1.4 -0.6 -1.1
H 8.477 2.943 1.741 -0.3 1.4 1.3
H 8.708 3.162 3.573 -0.8 0.8 -1.4
H 6.232 4.598 3.336 0.8 -1.2 -0.9
H 6.406 2.781 3.552 0.5 1.4 -1.1
H 4.549 4.286 0.302 0.3 -0.1 1.9
H 4.893 5.298 1.804 0.1 -1.5 -0.3
H 1.895 4.760 0.630 0.1 -1.4 1.7
H -0.802 4.558 0.699 0.0 -1.0 1.4
H -1.412 2.946 1.549 0.9 1.8 -0.2
H -0.749 4.930 3.711 -1.4 -0.5 -1.1
H -2.503 6.164 1.376 0.7 0.3 1.9
H -1.125 6.934 2.461 -1.5 -1.2 -0.2
H -2.799 6.591 3.211 1.0 -0.5 -1.3
H 4.357 2.292 3.844 -1.5 0.6 -0.9
C -2.868 2.044 -3.840 -0.3 -0.1 -0.1
C -1.570 1.680 -3.068 -0.5 0.9 -1.8
C -0.983 0.353 -3.603 0.0 -0.3 0.3
C -1.769 -0.881 -3.167 0.0 0.0 0.0
C -1.954 -0.901 -1.655 0.2 0.1 -0.2
C -2.576 0.403 -1.111 -1.9 -0.8 0.7
N -1.866 1.626 -1.602 4.0 -1.3 1.2
O -0.678 1.706 -0.936 -2.4 0.4 -0.9
C -4.074 0.457 -1.511 -0.1 0.1 -0.1
C -2.625 0.328 0.437 0.7 0.5 -0.1
C -0.588 2.823 -3.440 0.3 -0.1 0.8
H -3.566 2.606 -3.213 0.1 -0.1 0.0
H -2.664 2.683 -4.705 0.2 -0.1 0.1
H -3.383 1.168 -4.239 0.0 0.0 0.2
H 0.053 0.238 -3.258 -0.1 0.2 0.1
H -0.937 0.379 -4.698 -0.1 0.3 0.1
H -2.740 -0.916 -3.672 0.0 0.0 0.0
H -1.232 -1.784 -3.480 -0.1 0.1 0.0
H -2.580 -1.758 -1.381 -0.1 0.2 0.1
H -0.982 -1.076 -1.184 0.0 0.2 0.1
H -4.529 1.402 -1.196 0.1 -0.1 -0.1
H -4.634 -0.346 -1.017 0.3 0.1 0.0
H -4.252 0.330 -2.575 0.0 0.1 0.0
H -1.638 0.174 0.883 -0.1 0.2 -0.2
H -3.247 -0.508 0.766 0.0 0.0 -0.3
H -3.052 1.243 0.861 0.1 -0.1 -0.1
H -0.959 3.792 -3.089 0.0 -0.1 0.0
H -0.465 2.889 -4.526 -0.3 -0.2 0.1
H 0.414 2.671 -3.032 -0.2 0.0 0.2
C -3.850 -7.867 -2.576 0.0 -0.3 0.1
C -3.203 -6.456 -2.541 -1.0 -1.2 -1.4
C -1.756 -6.517 -3.085 0.3 0.1 0.3
C -0.767 -7.162 -2.117 0.0 0.0 0.0
C -0.840 -6.500 -0.746 0.0 0.1 -0.3
C -2.273 -6.468 -0.173 0.2 -1.3 1.7
N -3.267 -5.917 -1.146 2.3 3.7 -0.9
O -3.073 -4.568 -1.213 -0.9 -2.4 0.4
C -2.681 -7.900 0.257 -0.1 -0.2 -0.1
C -2.259 -5.685 1.166 -0.3 0.6 -0.5
C -4.057 -5.634 -3.543 0.2 0.6 0.5
H -4.586 -7.993 -1.776 0.2 0.1 0.0
H -4.393 -8.045 -3.509 0.2 0.2 0.0
H -3.116 -8.672 -2.507 -0.1 0.1 0.1
H -1.401 -5.503 -3.313 -0.2 0.0 0.1
H -1.736 -7.066 -4.033 -0.3 0.1 0.1
H -0.956 -8.236 -2.034 0.0 0.0 0.0
H 0.249 -7.063 -2.516 -0.1 0.0 0.0
H -0.171 -7.028 -0.056 -0.3 0.1 0.1
H -0.445 -5.482 -0.826 -0.2 0.1 0.0
H -3.718 -7.923 0.608 0.1 0.1 -0.1
H -2.056 -8.246 1.090 0.0 0.3 -0.2
H -2.569 -8.646 -0.525 -0.1 0.0 0.0
H -1.881 -4.665 1.054 -0.2 -0.1 -0.1
H -1.612 -6.176 1.896 0.0 -0.2 -0.3
H -3.264 -5.631 1.598 0.1 0.0 -0.1
H -5.097 -5.563 -3.208 0.1 0.0 0.0
H -4.058 -6.107 -4.530 0.1 -0.2 0.3
H -3.676 -4.621 -3.694 0.0 -0.1 0.3

=====

no.,molar mass (g mol⁻¹)
1,639.909
2,702.823
3,756.665
4,610.881